Entry 1:
{"formula": "C7H18N", "method": "the ωB97M-V functional and the def2-TZVPD basis", "species": ["C", "C", "N", "C", "H", "H", "H", "H", "H", "H", "H", "H", "H", "H", "C", "C", "C", "C", "H", "H", "H", "H", "H", "H", "H", "H"], "xyz": [[2.13587, -0.04778, -0.68262], [1.39954, 1.18104, -0.16805], [0.09128, 1.34964, -0.91634], [-0.48551, 2.72741, -0.80457], [2.81651, 0.22447, -1.48804], [2.70593, -0.50770, 0.11540], [1.41431, -0.77161, -1.06448], [1.12361, 1.04434, 0.87196], [1.94097, 2.11476, -0.30639], [-0.60111, 0.66767, -0.56369], [0.29220, 1.11617, -1.89005], [-0.77108, 2.87945, 0.23044], [-1.36356, 2.79526, -1.43290], [0.26492, 3.44592, -1.09425], [-1.67038, -1.49457, -0.45288], [-0.82202, -1.32142, 0.79401], [-1.07899, -0.31956, 1.62485], [0.22118, -2.37282, 1.04138], [-1.03882, -1.64207, -1.33098], [-2.24268, -0.57655, -0.59873], [-2.33933, -2.35273, -0.37597], [-0.49320, -0.10637, 2.51325], [-1.97353, 0.28119, 1.53871], [0.87020, -2.07602, 1.85475], [0.82456, -2.58062, 0.16321], [-0.26193, -3.29884, 1.35511]], "e_above_lowest_kcal_mol": 12.3, "charge": 1, "total_energy_ev": -9034.2344, "fmax_ev_per_a": 0.78, "homo_lumo_gap_ha": 0.3814}

***

Entry 2:
{"formula": "C11H16N2OS", "method": "the ωB97M-V functional and the def2-TZVPD basis", "species": ["C", "C", "C", "C", "C", "C", "C", "C", "C", "C", "C", "N", "N", "O", "S", "H", "H", "H", "H", "H", "H", "H", "H", "H", "H", "H", "H", "H", "H", "H", "H"], "xyz": [[-2.83090, 1.78772, 0.19656], [-3.20432, 1.63695, 1.54229], [-1.98115, 0.82071, -0.31285], [-2.53899, 0.76410, 2.36705], [-1.24660, -0.04431, 0.52793], [-1.45908, 0.00556, 1.93296], [-1.05632, -2.20957, -0.39413], [3.52166, 1.22981, -2.22674], [2.96637, -0.00823, -1.58243], [1.48260, 0.17975, -1.18485], [0.94335, -0.87724, -0.20091], [-0.46901, -1.02725, -0.08597], [-2.27287, -2.51254, -0.21572], [0.51946, -1.62967, 2.74457], [-0.71051, -1.07560, 3.25072], [-3.04991, 2.54124, -0.48559], [-3.80053, 2.35754, 2.04482], [-1.72788, 0.90905, -1.27186], [-2.78841, 0.73487, 3.51515], [-0.30752, -2.86661, -0.86875], [3.46434, 2.04494, -1.54244], [4.48759, 1.32322, -2.50816], [2.87819, 1.48720, -3.09663], [3.19539, -0.81917, -2.29856], [3.65884, -0.26962, -0.72990], [1.58823, 1.13289, -0.74851], [0.90296, -0.02797, -2.12537], [1.35848, -0.50352, 0.69613], [1.37014, -1.83112, -0.36687], [-2.52295, -3.39320, -0.55551], [-0.37064, 0.14007, 3.98356]], "e_above_lowest_kcal_mol": 102.8, "total_energy_ev": -27526.0915, "fmax_ev_per_a": 4.44, "homo_lumo_gap_ha": 0.3398}

***

Entry 3:
{"formula": "C59H62N4O2STeTi", "method": "the ωB97M-V functional and the def2-TZVPD basis", "species": ["Ti", "C", "N", "C", "C", "C", "C", "C", "C", "C", "C", "H", "H", "H", "H", "H", "H", "H", "H", "H", "H", "H", "H", "C", "C", "C", "C", "C", "C", "C", "C", "C", "C", "N", "C", "C", "C", "C", "C", "N", "H", "H", "H", "H", "H", "H", "H", "H", "H", "H", "H", "H", "H", "H", "H", "H", "H", "C", "C", "C", "C", "C", "C", "Te", "N", "C", "O", "C", "C", "C", "C", "C", "C", "C", "C", "C", "C", "C", "C", "C", "C", "C", "C", "H", "H", "H", "H", "H", "H", "H", "H", "H", "H", "H", "H", "H", "H", "H", "H", "H", "H", "H", "H", "H", "H", "H", "O", "S", "C", "C", "C", "C", "C", "C", "C", "C", "C", "C", "C", "C", "H", "H", "H", "H", "H", "H", "H", "H", "H", "H"], "xyz": [[1.40885, 1.50745, -0.08429], [0.40651, 2.43049, 2.88054], [1.60307, 1.92800, 2.21162], [1.98337, 0.64267, 2.81246], [2.70142, 2.89618, 2.37946], [3.84566, 2.61093, 1.44207], [5.13991, 2.93761, 1.83751], [6.20444, 2.72528, 0.97462], [5.95297, 2.16469, -0.27073], [4.65327, 1.83030, -0.63495], [3.54204, 2.04346, 0.19297], [0.60829, 2.63332, 3.94287], [-0.38929, 1.69072, 2.80179], [0.07524, 3.34886, 2.39726], [2.14145, 0.76602, 3.89436], [2.89843, 0.28224, 2.34744], [1.19855, -0.08546, 2.62861], [3.03156, 2.89917, 3.43041], [2.29409, 3.88676, 2.16890], [5.31855, 3.35481, 2.82539], [7.21488, 2.97728, 1.27505], [6.77458, 1.97299, -0.95371], [4.51115, 1.34823, -1.59570], [3.70616, 2.40438, -5.24253], [3.63663, 1.55608, -3.97112], [2.55304, 0.50240, -4.02575], [2.73520, -0.56906, -4.89682], [1.79220, -1.57242, -5.01120], [0.64429, -1.51066, -4.23974], [0.42623, -0.46870, -3.34782], [-0.87417, -0.43931, -2.59148], [-2.00412, 0.14381, -3.44321], [1.38967, 0.54294, -3.24205], [1.19800, 1.60857, -2.30726], [1.03355, 2.79367, -2.78882], [0.94855, 3.92209, -1.92495], [0.86229, 5.28425, -2.22857], [0.88935, 5.94848, -0.99931], [0.99138, 4.95293, -0.02360], [1.03417, 3.72359, -0.56696], [4.52792, 3.12068, -5.18605], [2.78225, 2.96516, -5.39592], [3.85825, 1.77939, -6.12443], [3.50655, 2.20361, -3.10688], [4.59576, 1.04851, -3.83369], [3.65091, -0.61819, -5.47687], [1.95822, -2.40647, -5.68199], [-0.10105, -2.29591, -4.30760], [-0.75236, 0.11262, -1.65916], [-1.12047, -1.45802, -2.29477], [-1.78489, 1.17529, -3.73514], [-2.95192, 0.13438, -2.89902], [-2.13730, -0.43618, -4.35956], [0.97541, 2.94852, -3.86714], [0.81015, 5.71641, -3.21733], [0.84280, 7.01234, -0.82392], [1.02818, 5.09801, 1.04644], [-6.45137, -4.37633, 4.76775], [-5.28402, -3.93585, 3.92431], [-4.02568, -3.74577, 4.47816], [-2.93667, -3.35129, 3.70604], [-1.60347, -3.17462, 4.38423], [-3.09148, -3.13747, 2.32669], [-1.40577, -2.53009, 1.09958], [1.49351, -0.33194, -0.10962], [1.59888, -1.55635, -0.55080], [0.72696, -2.47427, -0.44707], [2.87087, -1.95750, -1.26902], [2.83951, -2.96296, -2.23026], [3.99464, -3.31909, -2.91002], [5.19998, -2.69292, -2.61420], [5.24131, -1.70739, -1.63669], [4.07930, -1.33845, -0.97278], [-0.43677, -4.36336, 1.55503], [-1.11063, -5.53526, 1.23026], [-0.56583, -6.78010, 1.51195], [0.67278, -6.85648, 2.12710], [1.34346, -5.68969, 2.46091], [0.80921, -4.43050, 2.19273], [1.55743, -3.20847, 2.64017], [-4.36232, -3.32348, 1.75686], [-4.66175, -3.10128, 0.29316], [-5.43085, -3.71646, 2.56343], [-6.17913, -4.41950, 5.82253], [-6.79892, -5.36840, 4.47104], [-7.29530, -3.69138, 4.66430], [-3.88439, -3.90993, 5.54235], [-1.69936, -3.29784, 5.46378], [-1.18564, -2.18765, 4.17540], [-0.88050, -3.90784, 4.01777], [1.89627, -3.45505, -2.43098], [3.95668, -4.08849, -3.67251], [6.10329, -2.97393, -3.14317], [6.17557, -1.21368, -1.39576], [4.08987, -0.54912, -0.23256], [-2.07873, -5.47367, 0.74704], [-1.10483, -7.68073, 1.24359], [1.11738, -7.81916, 2.34895], [2.31046, -5.74966, 2.94824], [2.54649, -3.47841, 3.01405], [1.01199, -2.70254, 3.44378], [1.67241, -2.49561, 1.83202], [-3.77112, -3.19226, -0.32398], [-5.06812, -2.09860, 0.12867], [-5.40770, -3.81899, -0.05315], [-6.40484, -3.86351, 2.10408], [-0.85378, 1.67923, 0.28018], [-1.75006, 2.31519, -0.74806], [-2.21130, 3.93106, -0.14142], [-2.49559, 4.11976, 1.20368], [-2.85002, 5.38197, 1.64196], [-2.93283, 6.43694, 0.73543], [-2.65239, 6.23235, -0.60424], [-2.28053, 4.96895, -1.05095], [-3.34648, 1.55963, -0.44014], [-3.49710, 0.70849, 0.63904], [-4.75172, 0.16702, 0.89387], [-5.82274, 0.47097, 0.06730], [-5.64913, 1.31120, -1.02757], [-4.40455, 1.85970, -1.28626], [-2.43024, 3.28402, 1.88883], [-3.06636, 5.54850, 2.68955], [-3.20996, 7.42373, 1.08428], [-2.69244, 7.05802, -1.30280], [-2.00237, 4.80285, -2.08366], [-2.63734, 0.47055, 1.25317], [-4.88323, -0.50289, 1.73324], [-6.79570, 0.04102, 0.26803], [-6.48311, 1.53359, -1.68085], [-4.25386, 2.51628, -2.13580]], "multiplicity": 2, "e_above_lowest_kcal_mol": 1.5, "charge": -1, "total_energy_ev": -113492.2851, "fmax_ev_per_a": 0.49, "s2": 0.758, "homo_lumo_gap_ha": [0.2121, 0.2525]}

***

Entry 4:
{"formula": "CH2N3O", "method": "the ωB97M-V functional and the def2-TZVPD basis", "species": ["C", "N", "N", "N", "O", "H", "H"], "xyz": [[1.98445, 0.06382, 0.07897], [-3.62807, -0.55154, -0.28121], [-2.62267, -0.28042, 0.08158], [0.77110, 0.28255, 0.00890], [3.06589, -0.23309, 0.11205], [0.28718, 0.92097, 0.67937], [0.14212, -0.20229, -0.67967]], "e_above_lowest_kcal_mol": 3.9, "charge": 1, "total_energy_ev": -7579.5671, "fmax_ev_per_a": 3.85, "homo_lumo_gap_ha": 0.4605}

***

Entry 5:
{"formula": "C8H28NO8", "method": "the ωB97M-V functional and the def2-TZVPD basis", "species": ["N", "H", "H", "H", "H", "C", "C", "O", "O", "H", "H", "H", "H", "H", "H", "C", "C", "O", "O", "H", "H", "H", "H", "H", "H", "C", "C", "O", "O", "H", "H", "H", "H", "H", "H", "C", "C", "O", "O", "H", "H", "H", "H", "H", "H"], "xyz": [[0.39231, 0.94165, 0.15262], [-0.06369, 1.70595, -0.32489], [0.41489, 1.03979, 1.15758], [1.33330, 0.80363, -0.18736], [-0.08730, 0.07961, -0.06409], [3.24180, -1.61724, 3.56055], [2.49122, -0.84402, 4.60321], [1.92569, 0.34758, 4.11749], [2.45315, -2.21072, 2.60043], [3.92353, -2.38679, 3.92267], [3.84221, -0.89513, 3.00723], [3.21315, -0.48718, 5.33778], [1.70980, -1.34537, 5.17428], [1.27616, 0.62319, 4.76845], [3.03348, -2.72952, 2.03858], [-3.27794, -2.15417, 2.19640], [-3.42521, -2.54929, 0.68709], [-2.09296, -2.55790, 0.05145], [-2.41047, -2.99222, 2.90679], [-4.28686, -2.20401, 2.60590], [-2.96186, -1.13316, 2.41023], [-4.12602, -1.81854, 0.28340], [-3.83104, -3.55622, 0.58963], [-1.99304, -3.27355, -0.58059], [-1.51647, -2.86850, 2.57962], [4.02117, -0.00078, -3.71854], [2.77631, -0.65928, -4.33167], [2.86627, -2.08319, -4.26034], [3.97655, -0.05144, -2.33040], [4.10321, 1.02930, -4.06539], [4.91569, -0.52333, -4.05746], [2.68025, -0.30927, -5.35947], [1.84450, -0.40060, -3.82878], [2.01383, -2.50311, -4.39671], [4.89485, 0.07612, -2.08129], [-3.70333, 4.09805, -0.97427], [-3.48144, 3.27932, -2.24741], [-2.07025, 3.21535, -2.55623], [-3.08554, 3.51595, 0.17843], [-4.77583, 4.24130, -0.84268], [-3.26101, 5.08638, -1.09940], [-4.01186, 3.79511, -3.04787], [-3.96561, 2.30686, -2.15795], [-1.90674, 3.80309, -3.29746], [-3.00883, 4.16625, 0.88045]], "e_above_lowest_kcal_mol": 26.4, "charge": 1, "total_energy_ev": -26611.0136, "fmax_ev_per_a": 2.36, "homo_lumo_gap_ha": 0.3368}

***

Entry 6:
{"formula": "C3H7NO2", "method": "the ωB97M-V functional and the def2-TZVPD basis", "species": ["C", "C", "C", "N", "O", "O", "H", "H", "H", "H", "H", "H", "H"], "xyz": [[-0.15210, -0.63595, 0.75897], [0.90408, -1.76090, 0.84914], [-1.11204, 1.22201, -0.83579], [-0.10253, 0.19079, -0.95250], [-0.79586, -0.06065, 1.56945], [1.12613, 0.89369, -1.12705], [0.78759, -2.42224, 0.06372], [0.47162, -2.28676, 1.70563], [1.89541, -1.33013, 0.87560], [-2.17266, 0.73150, -0.65740], [-0.85995, 1.93228, 0.04419], [-1.01074, 1.85068, -1.66813], [1.02106, 1.67567, -0.62584]], "e_above_lowest_kcal_mol": 107.8, "total_energy_ev": -8805.8551, "fmax_ev_per_a": 4.12, "homo_lumo_gap_ha": 0.3373}

***

Entry 7:
{"formula": "C9H26N2NbO2S", "method": "the ωB97M-V functional and the def2-TZVPD basis", "species": ["C", "C", "S", "C", "Nb", "C", "C", "O", "C", "N", "H", "H", "H", "H", "H", "H", "H", "H", "H", "H", "H", "H", "H", "H", "H", "H", "H", "H", "H", "C", "C", "O", "N", "C", "H", "H", "H", "H", "H", "H", "H"], "xyz": [[-0.10001, -2.83508, 0.40828], [0.14795, -2.57998, -1.07535], [-0.90946, -1.33475, -1.84009], [-0.51287, 0.06547, -0.81200], [-0.68240, 1.97294, -2.02970], [1.42275, 2.79215, -1.75640], [2.09886, 3.79941, -2.66208], [1.37593, 5.02992, -2.70375], [2.33769, 3.25873, -4.07286], [3.31623, 2.17237, -4.04242], [-1.07891, -2.45508, 0.70429], [-0.06703, -3.90260, 0.63660], [0.63536, -2.33489, 1.03692], [-0.04334, -3.47426, -1.67648], [1.18783, -2.30106, -1.26372], [0.54247, 0.01134, -0.51376], [-1.12383, 0.06465, 0.08835], [-0.31492, 1.53415, -3.80003], [-2.22245, 1.15368, -2.62706], [-1.64751, 2.53897, -0.54656], [-1.58825, 3.48764, -2.52633], [2.11826, 1.95455, -1.62214], [1.28989, 3.26645, -0.76699], [3.09249, 4.09602, -2.28743], [0.69718, 5.00216, -3.39549], [2.61803, 4.10379, -4.71547], [1.39253, 2.84425, -4.43266], [3.28297, 1.64134, -4.90228], [4.25587, 2.54201, -3.95794], [-2.60728, -1.51292, 4.18980], [-1.14574, -1.86046, 4.38152], [-0.25719, -1.11301, 4.02989], [-0.85629, -3.06375, 4.96619], [-1.77679, -4.06691, 5.44018], [-2.64083, -0.54392, 3.70204], [-3.11271, -2.24695, 3.56124], [-3.13761, -1.46367, 5.14185], [0.13223, -3.24186, 5.04508], [-1.66503, -4.25894, 6.50995], [-1.65996, -5.01697, 4.91382], [-2.79410, -3.72492, 5.27299]], "charge": -1, "total_energy_ev": -29210.7552, "fmax_ev_per_a": 1.42, "homo_lumo_gap_ha": 0.2470}

***

Entry 8:
{"formula": "C3H8N2S", "method": "the ωB97M-V functional and the def2-TZVPD basis", "species": ["C", "C", "C", "H", "H", "H", "H", "H", "H", "H", "H", "N", "N", "S"], "xyz": [[-2.46720, -0.19228, -0.15227], [-0.91642, -0.21450, -0.05832], [1.05482, 0.99225, -0.03398], [-2.78285, 0.67332, -0.88141], [-3.02422, 0.17499, 0.84943], [-2.96708, -1.14759, -0.56509], [-0.74696, -0.87811, 0.86377], [-0.47642, -0.77601, -0.89442], [1.61001, 1.88336, -0.28584], [1.53965, -1.06740, 0.19726], [3.93963, -0.26494, 0.96604], [-0.17971, 1.01260, 0.05589], [1.88032, -0.14974, 0.15622], [3.53644, -0.04596, -0.21727]], "e_above_lowest_kcal_mol": 52.4, "total_energy_ev": -17054.4601, "fmax_ev_per_a": 3.30, "smiles": "CC/N=C\\NS", "homo_lumo_gap_ha": 0.3583}